[1]
{"formula": "C30H31N3O6", "method": "ωB97M-V with the def2-TZVPD basis set", "homo_ev": -7.426, "orbital_gap_ev": 7.84, "smiles": "COc1ccc(CC(=O)Nc2c(C(=O)N3CCN(c4ccccc4OC)CC3)oc3ccccc23)cc1OC", "e_lumo_ev": 0.4, "e_above_lowest_kj_mol": 56.9, "symbols": ["C", "O", "C", "C", "C", "C", "C", "C", "O", "N", "C", "C", "C", "O", "N", "C", "C", "N", "C", "C", "C", "C", "C", "C", "O", "C", "C", "C", "O", "C", "C", "C", "C", "C", "C", "C", "C", "O", "C", "H", "H", "H", "H", "H", "H", "H", "H", "H", "H", "H", "H", "H", "H", "H", "H", "H", "H", "H", "H", "H", "H", "H", "H", "H", "H", "H", "H", "H", "H", "H"], "positions_angstrom": [[-1.68316, -4.28666, 0.52986], [-0.96459, -3.54024, -0.41821], [0.38315, -3.41193, -0.24926], [1.12495, -4.01155, 0.75042], [2.48901, -3.77639, 0.85910], [3.13591, -2.96410, -0.04889], [4.58633, -2.59356, 0.09849], [4.77051, -1.07901, 0.03536], [5.68634, -0.54653, -0.54858], [3.78143, -0.42129, 0.70571], [3.39553, 0.89674, 0.58810], [2.07965, 1.29748, 0.73829], [0.97183, 0.39559, 1.06613], [1.25128, -0.73400, 1.49094], [-0.31214, 0.77417, 0.91525], [-0.81844, 1.96990, 0.28940], [-1.58461, 1.59483, -0.99547], [-2.65865, 0.68164, -0.69708], [-3.96474, 1.14339, -0.60395], [-4.45458, 1.93537, -1.64518], [-5.74718, 2.42114, -1.65805], [-6.60585, 2.10486, -0.62467], [-6.15510, 1.31134, 0.41760], [-4.85311, 0.83647, 0.45233], [-4.36320, 0.08756, 1.49874], [-5.23691, -0.29387, 2.52927], [-2.16594, -0.50539, -0.04075], [-1.36681, -0.17194, 1.22606], [1.96738, 2.65852, 0.58281], [3.21024, 3.12575, 0.32567], [3.56735, 4.44822, 0.11182], [4.90175, 4.70747, -0.12477], [5.84953, 3.68184, -0.14861], [5.49697, 2.36767, 0.06308], [4.15345, 2.07878, 0.30251], [2.40029, -2.39357, -1.08977], [1.03795, -2.58531, -1.18792], [0.23289, -2.00398, -2.12715], [0.82543, -1.14370, -3.06617], [-2.72680, -4.21987, 0.22609], [-1.57092, -3.87224, 1.53732], [-1.37661, -5.33824, 0.53447], [0.64788, -4.64715, 1.47862], [3.03747, -4.22615, 1.67294], [4.97442, -2.95278, 1.05385], [5.19505, -3.02858, -0.69775], [3.01133, -0.98257, 1.08884], [-0.01322, 2.66026, 0.05631], [-1.51341, 2.45704, 0.98455], [-1.97077, 2.50558, -1.45108], [-0.89058, 1.11105, -1.69366], [-3.80210, 2.15531, -2.47645], [-6.08310, 3.03165, -2.48245], [-7.62220, 2.46714, -0.61894], [-6.83491, 1.08189, 1.22281], [-4.64009, -0.90675, 3.20429], [-5.62251, 0.57225, 3.07784], [-6.07596, -0.88722, 2.15139], [-2.99323, -1.16455, 0.20682], [-1.51014, -1.02808, -0.74674], [-0.90298, -1.07053, 1.63255], [-2.03087, 0.27506, 1.97173], [2.82660, 5.23151, 0.13390], [5.21991, 5.72490, -0.29577], [6.88289, 3.93017, -0.33793], [6.22270, 1.57252, 0.02720], [2.91753, -1.76344, -1.79705], [0.00949, -0.78555, -3.69300], [1.55546, -1.66742, -3.69176], [1.31555, -0.29089, -2.58144]], "atomic_forces_ev_per_a": [[-0.1, -0.1, 0.1], [0.3, 0.2, -0.2], [-0.1, 0.0, 0.0], [-0.4, 0.0, -0.1], [0.3, 0.2, -0.2], [-0.1, -0.4, 0.1], [0.1, 0.0, -0.2], [0.0, -0.3, 0.1], [0.2, 0.1, -0.2], [-0.3, -0.2, 0.5], [-0.9, 0.2, -0.1], [1.2, -0.4, -0.1], [-0.3, 0.0, 0.2], [0.1, 0.1, 0.0], [0.0, -0.1, 0.1], [-0.1, 0.4, -0.6], [0.2, 0.3, 0.3], [0.1, -0.1, 0.0], [-0.3, 0.0, -0.1], [-0.1, 0.0, 0.1], [-0.1, 0.1, 0.0], [0.0, 0.0, 0.0], [-0.1, -0.1, 0.1], [0.1, 0.0, 0.0], [0.1, 0.3, -0.5], [-0.2, 0.0, 0.2], [0.1, -0.3, 0.3], [-0.2, -0.5, 0.1], [-0.1, 0.3, 0.1], [0.8, -0.4, -0.1], [-0.3, 0.0, 0.0], [-0.1, 0.0, 0.0], [0.1, 0.0, 0.0], [0.1, 0.0, 0.0], [-0.3, 0.5, 0.0], [-0.2, -0.1, -0.1], [-0.1, 0.1, -0.1], [0.0, -0.4, 0.4], [0.1, 0.2, -0.2], [0.0, 0.0, 0.1], [0.0, 0.0, 0.0], [0.0, 0.0, 0.0], [-0.1, -0.1, 0.1], [0.1, 0.0, 0.1], [0.0, 0.0, 0.0], [0.0, 0.1, 0.1], [0.2, 0.1, -0.1], [-0.2, -0.1, 0.0], [0.0, 0.0, -0.1], [0.0, -0.1, 0.0], [0.0, 0.1, 0.0], [0.1, 0.0, -0.1], [0.0, 0.0, -0.1], [-0.1, 0.0, 0.0], [0.0, 0.0, 0.1], [-0.1, 0.0, 0.0], [0.0, 0.0, 0.0], [0.0, 0.0, 0.0], [0.1, 0.0, -0.1], [0.0, 0.0, 0.1], [-0.1, 0.1, 0.0], [0.0, 0.0, 0.0], [-0.1, 0.1, 0.0], [0.0, 0.1, 0.0], [0.1, 0.0, 0.0], [0.0, 0.0, 0.0], [0.0, 0.1, -0.1], [0.1, 0.0, 0.0], [0.0, 0.0, 0.0], [0.0, 0.0, 0.0]]}

---

[2]
{"formula": "C30H31N8SnTe", "method": "ωB97M-V with the def2-TZVPD basis set", "homo_ev": [-15.993, -15.993], "orbital_gap_ev": [4.27, 4.35], "e_lumo_ev": [-11.7, -11.6], "charge": 3, "symbols": ["Sn", "C", "C", "N", "C", "C", "N", "C", "C", "C", "C", "C", "N", "C", "C", "N", "C", "C", "N", "C", "C", "C", "N", "C", "C", "H", "H", "H", "H", "H", "H", "H", "H", "H", "H", "H", "H", "Te", "C", "C", "C", "C", "C", "C", "H", "H", "H", "H", "H", "C", "C", "N", "C", "C", "C", "C", "N", "H", "H", "H", "H", "H", "H", "H", "H", "H", "H", "H", "H", "H", "H"], "positions_angstrom": [[-0.69406, -0.73714, 1.19184], [-2.30955, -3.41861, -2.46139], [-1.58075, -3.07840, -1.33290], [-1.05116, -1.87677, -1.08681], [-1.35855, -0.93647, -2.01294], [-2.17224, -1.24346, -3.08362], [-2.66172, -2.48547, -3.35507], [-0.88195, 0.41548, -1.70598], [-0.86795, 1.38419, -2.78041], [-0.64854, 2.73598, -2.45896], [-0.25229, 3.05749, -1.12998], [-0.37047, 2.08413, -0.13876], [-0.73556, 0.78972, -0.41089], [-0.22885, 2.39421, 1.30795], [-0.08184, 3.73555, 1.73755], [0.16991, 4.08198, 2.99346], [0.28272, 3.07662, 3.86632], [0.27393, 1.76824, 3.46188], [0.10920, 1.40813, 2.17085], [-0.79800, 3.78826, -3.49013], [-0.20606, 5.04760, -3.42911], [-0.41026, 5.94479, -4.46978], [-1.16131, 5.72627, -5.51875], [-1.78972, 4.55008, -5.52669], [-1.70365, 3.59019, -4.54343], [-2.69852, -4.41556, -2.63874], [-1.34877, -3.88330, -0.68141], [-2.50597, -0.48906, -3.76673], [-1.20500, 1.13042, -3.78521], [0.00455, 4.07155, -0.89367], [-0.23986, 4.55210, 1.06742], [0.50524, 3.36034, 4.89887], [0.37184, 0.93959, 4.19392], [0.35723, 5.38816, -2.55379], [0.05705, 6.90338, -4.47824], [-2.37132, 4.33188, -6.43105], [-2.29623, 2.71632, -4.73075], [-3.68939, 0.10595, 2.85508], [-4.21302, -1.80248, 3.58680], [-5.54906, -2.15179, 3.53121], [-5.97474, -3.36837, 4.05781], [-5.04262, -4.23273, 4.60590], [-3.68153, -3.91934, 4.59434], [-3.24257, -2.66804, 4.10145], [-6.30979, -1.54820, 3.05205], [-6.98328, -3.65242, 3.91825], [-5.36867, -5.17487, 5.01585], [-2.93736, -4.58585, 4.98363], [-2.24249, -2.28975, 4.22177], [3.78577, -0.51126, -1.99081], [3.63307, -1.89985, -1.25101], [3.75039, -1.82929, 0.20364], [5.03662, -2.30888, 0.80715], [6.22202, -1.42361, 0.48493], [2.71884, -1.33803, 0.91971], [2.93343, -0.97940, 2.33919], [1.50585, -1.24240, 0.43102], [3.73998, -0.78695, -3.03588], [4.69067, 0.00093, -1.69192], [2.90069, 0.11846, -1.85800], [4.44267, -2.55185, -1.62641], [2.63270, -2.33676, -1.46674], [5.16413, -3.35473, 0.48490], [4.90231, -2.36119, 1.90044], [6.42709, -1.49019, -0.59112], [7.09031, -1.82502, 1.01680], [6.03103, -0.39597, 0.69959], [2.78716, -1.91141, 2.98659], [2.09726, -0.30978, 2.65882], [3.90644, -0.57610, 2.47411], [1.33457, -1.80726, -0.41394]], "atomic_forces_ev_per_a": [[2.0, -0.2, -0.7], [-0.8, 1.0, -1.0], [0.8, -0.4, 0.2], [-1.1, -0.1, -0.5], [0.4, -0.6, 1.1], [-0.7, -1.2, -0.8], [1.1, 0.8, 1.2], [-0.9, 2.4, -1.8], [-0.3, -0.3, 2.2], [0.7, -0.1, 0.2], [-0.8, -1.3, -0.2], [-0.5, -0.1, -0.2], [0.7, 0.3, -1.0], [2.2, 0.8, 0.3], [-0.6, -0.5, 0.5], [-0.2, -0.6, -0.3], [0.6, 1.0, 0.3], [-0.2, -1.9, 0.1], [-1.5, 0.4, -0.2], [-0.9, 0.1, 0.0], [0.2, -0.1, 0.8], [0.3, 0.4, 0.5], [-0.5, -0.9, -0.3], [-0.5, 0.2, -1.2], [0.8, 0.1, -0.3], [0.2, 0.0, 0.2], [0.2, -0.4, 0.9], [0.0, 0.3, -0.2], [0.5, -0.2, 0.3], [0.1, 0.1, 0.1], [-0.1, 0.3, -0.4], [-0.3, -0.2, -0.3], [0.2, 0.7, -0.6], [0.1, -0.3, -0.5], [0.4, 0.5, 0.4], [0.0, 0.2, 0.5], [0.0, -0.5, 0.3], [-0.3, -1.2, 0.5], [0.8, 1.5, -0.6], [-1.6, -0.8, 0.0], [1.0, 0.8, -0.6], [0.3, -0.2, -0.1], [0.8, 1.7, -0.5], [-0.8, -1.1, 0.9], [0.2, 0.3, 0.0], [-0.9, -0.2, 0.2], [0.0, -0.2, 0.1], [0.1, -0.3, 0.2], [0.4, -0.4, -0.1], [-1.2, -1.5, 0.6], [0.0, 0.6, -0.6], [-0.4, 0.6, 0.6], [-0.7, 0.1, 0.8], [0.1, -1.3, -1.0], [1.3, -1.2, -0.2], [-1.8, -1.1, 1.2], [-2.4, 0.0, -0.4], [0.6, 0.2, -0.4], [0.1, 0.1, -0.2], [0.2, 0.1, 0.4], [-0.7, 0.1, 0.3], [0.9, 0.0, -0.4], [0.1, 0.4, -0.1], [-0.1, 0.0, -0.5], [0.2, 0.1, 0.2], [-0.1, 0.4, -0.1], [0.0, 0.7, 0.5], [0.5, 1.1, -0.9], [1.0, -0.2, -0.3], [0.6, 0.5, 0.5], [0.3, 0.7, 0.4]]}

---

[3]
{"formula": "C30H31N9OPtS", "method": "ωB97M-V with the def2-TZVPD basis set", "homo_ev": [-18.071, -18.064], "s_squared": 6.064, "orbital_gap_ev": [7.20, 4.22], "multiplicity": 5, "e_lumo_ev": [-10.9, -13.8], "charge": 4, "e_above_lowest_kj_mol": 91.3, "symbols": ["Pt", "C", "N", "C", "C", "N", "C", "C", "C", "C", "C", "C", "N", "C", "N", "C", "C", "C", "C", "C", "C", "N", "H", "H", "H", "H", "H", "H", "H", "H", "H", "H", "H", "H", "H", "H", "H", "N", "C", "C", "N", "C", "C", "N", "C", "C", "N", "H", "H", "H", "H", "H", "H", "C", "C", "C", "C", "C", "C", "C", "S", "C", "O", "H", "H", "H", "H", "H", "H", "H", "H", "H", "H"], "positions_angstrom": [[0.02020, 0.50719, 0.35219], [0.39902, -0.13907, -2.80478], [0.72643, -0.81586, -1.52534], [2.14865, -1.21025, -1.38774], [2.75226, -0.62842, -0.15058], [2.07637, 0.10938, 0.70428], [2.95175, 0.41600, 1.75010], [2.74933, 1.11050, 2.94255], [3.82121, 1.19011, 3.80906], [5.06539, 0.60807, 3.50524], [5.27242, -0.08550, 2.32962], [4.18307, -0.17217, 1.46771], [4.01991, -0.81933, 0.24511], [-0.27500, 1.17235, -2.56206], [-0.50622, 1.64665, -1.35689], [-1.19202, 2.85192, -1.52228], [-1.73283, 3.73183, -0.58472], [-2.40360, 4.83378, -1.07788], [-2.53226, 5.06327, -2.45938], [-2.00579, 4.19321, -3.39324], [-1.34071, 3.07943, -2.88957], [-0.73937, 1.99151, -3.51845], [1.31109, 0.02848, -3.37998], [-0.23954, -0.77809, -3.41870], [0.14933, -1.64275, -1.43561], [2.23645, -2.29904, -1.36265], [2.71619, -0.87718, -2.25814], [1.79704, 1.57127, 3.16766], [3.71010, 1.70707, 4.75266], [5.87609, 0.69924, 4.21457], [6.22465, -0.54445, 2.10231], [4.71573, -1.37435, -0.23165], [-1.62752, 3.55681, 0.47896], [-2.84750, 5.54051, -0.38992], [-3.06739, 5.93982, -2.79747], [-2.11810, 4.36590, -4.45470], [-0.68661, 1.83256, -4.51434], [-4.05110, -0.68655, 1.71564], [-4.54920, 0.07528, 0.73514], [-3.43450, 0.65604, 0.08884], [-2.32125, 0.24113, 0.67438], [-2.68333, -0.58837, 1.68593], [-1.70984, -1.17631, 2.50048], [-0.39472, -0.91938, 2.28740], [0.28828, -1.58869, 3.20251], [-0.61000, -2.30523, 4.02922], [-1.83465, -2.02816, 3.56936], [-4.61772, -1.23630, 2.35056], [-5.60728, 0.17076, 0.54519], [-3.44316, 1.33928, -0.74572], [1.36419, -1.55873, 3.27521], [-0.43278, -2.95864, 4.86982], [-2.68761, -2.40965, 3.96088], [1.98038, 8.80863, 4.78277], [1.81216, 7.74113, 3.79216], [1.79071, 8.05424, 2.39588], [1.64721, 7.06884, 1.46867], [1.55007, 5.72297, 1.90107], [1.53586, 5.38223, 3.26828], [1.68805, 6.37193, 4.19568], [1.40040, 4.45570, 0.66079], [3.15828, 4.39489, 0.23425], [1.06644, 3.15706, 1.30694], [1.48403, 9.73119, 4.47576], [3.05623, 9.05907, 4.81148], [1.68925, 8.51428, 5.78795], [1.88038, 9.09119, 2.09828], [1.61053, 7.30339, 0.41158], [1.43093, 4.34221, 3.54656], [1.72169, 6.14742, 5.25394], [3.70959, 4.03521, 1.10100], [3.50157, 5.37808, -0.08254], [3.23493, 3.69638, -0.59669]], "atomic_forces_ev_per_a": [[0.0, -0.6, -0.2], [0.0, 0.0, 0.0], [-0.1, 0.0, 0.1], [0.0, 0.0, 0.0], [0.0, 0.0, 0.0], [0.1, 0.2, 0.0], [0.0, 0.0, 0.1], [0.0, 0.0, 0.0], [0.0, 0.0, 0.0], [0.0, 0.0, -0.1], [-0.1, 0.0, 0.0], [0.1, 0.0, 0.0], [-0.1, 0.0, 0.1], [0.0, -0.1, 0.0], [0.0, 0.2, 0.0], [0.0, 0.0, 0.0], [0.0, 0.0, 0.0], [0.0, 0.0, 0.0], [0.0, 0.0, 0.0], [0.0, 0.0, 0.1], [0.0, 0.1, -0.1], [0.0, 0.0, 0.1], [0.0, 0.0, 0.0], [0.0, 0.0, 0.0], [0.0, 0.0, -0.1], [0.0, 0.0, 0.0], [0.0, 0.0, 0.0], [0.0, 0.0, 0.0], [0.0, 0.0, 0.0], [0.0, 0.0, 0.0], [0.0, 0.0, 0.0], [0.0, 0.0, 0.0], [0.0, 0.0, 0.0], [0.0, 0.0, 0.0], [0.0, 0.0, 0.0], [0.0, 0.0, 0.0], [0.0, 0.0, 0.0], [0.0, -0.1, 0.1], [0.1, 0.0, 0.0], [-0.1, 0.0, 0.0], [0.1, 0.0, 0.1], [0.0, 0.0, -0.1], [0.1, 0.0, 0.0], [0.0, 0.1, 0.0], [0.0, 0.0, 0.0], [0.0, 0.0, 0.0], [-0.1, 0.0, 0.0], [0.0, 0.0, 0.0], [0.0, 0.0, 0.0], [0.0, 0.0, 0.0], [0.0, 0.0, 0.0], [0.0, 0.0, 0.0], [0.0, 0.0, 0.0], [0.0, 0.0, 0.0], [0.0, 0.0, 0.0], [0.0, 0.0, 0.0], [0.0, 0.1, 0.0], [0.1, -0.1, 0.0], [-0.1, 0.0, 0.1], [0.0, -0.1, 0.0], [0.1, 0.0, 0.0], [0.0, 0.0, -0.1], [-0.1, 0.2, 0.1], [0.0, 0.0, 0.0], [0.0, 0.0, 0.0], [0.0, 0.0, 0.0], [0.0, 0.0, 0.0], [0.0, 0.0, 0.0], [0.0, 0.0, 0.0], [0.0, 0.0, 0.0], [0.0, 0.0, 0.0], [0.0, 0.0, 0.0], [0.0, 0.0, 0.0]]}